# 1
{"formula": "C36H31GeMoN3O2S", "method": "ωB97M-V/def2-TZVPD", "e_above_lowest_kcal_mol": 0.0, "e_tot_ev": -115605.5959, "spin_multiplicity": 3, "homo_energy_ha": [-0.248, -0.303], "lumo_energy_ev": [0.08, 0.09], "gap_ha": [0.251, 0.306], "species": ["Mo", "Ge", "S", "O", "O", "N", "N", "N", "C", "C", "C", "C", "C", "C", "C", "C", "C", "C", "C", "C", "C", "C", "C", "C", "C", "C", "C", "C", "C", "C", "C", "C", "C", "C", "C", "C", "C", "C", "C", "C", "C", "C", "C", "C", "H", "H", "H", "H", "H", "H", "H", "H", "H", "H", "H", "H", "H", "H", "H", "H", "H", "H", "H", "H", "H", "H", "H", "H", "H", "H", "H", "H", "H", "H", "H"], "positions_angstrom": [[-0.256, 0.929, 0.811], [-2.288, -0.440, -1.615], [3.118, 0.587, -0.626], [2.655, 1.533, -1.611], [4.381, 0.820, 0.028], [0.740, -0.596, 2.017], [-0.598, 3.023, 0.242], [1.924, 0.447, 0.432], [-2.411, 1.075, -4.126], [-6.353, -1.594, -1.801], [-1.406, -4.232, -3.277], [0.176, 2.077, -3.938], [1.562, -2.156, 3.598], [-1.664, -2.271, -1.880], [-4.233, -0.433, -1.703], [-1.094, -2.975, -0.820], [0.296, 3.670, -0.521], [4.400, -1.736, -1.316], [3.370, -4.949, -3.057], [0.540, -1.414, 3.054], [-6.310, 0.806, -1.721], [-1.809, -2.913, -3.112], [-0.955, 5.698, -0.408], [4.438, -3.007, -1.869], [1.980, -0.459, 1.482], [-1.629, 0.740, -3.020], [-4.923, 0.781, -1.682], [-1.882, 5.031, 0.381], [-0.688, -4.295, -0.984], [3.072, -1.169, 1.990], [-7.025, -0.382, -1.781], [-1.909, 1.903, -5.122], [-0.332, 1.256, -2.940], [0.150, 5.003, -0.865], [3.316, -3.558, -2.482], [2.147, -2.806, -2.544], [-4.963, -1.619, -1.761], [2.095, -1.534, -2.001], [2.842, -2.023, 3.049], [-0.615, 2.404, -5.029], [-1.669, 3.702, 0.679], [-1.628, 0.195, 0.066], [3.222, -1.005, -1.385], [-0.848, -4.924, -2.210], [0.305, 1.005, -2.098], [-2.242, -2.377, -3.951], [-6.835, 1.754, -1.705], [1.177, -0.967, -2.045], [-0.243, -4.831, -0.154], [-1.096, 6.740, -0.663], [-0.228, 3.046, -5.811], [-2.372, 3.129, 1.269], [-3.423, 0.693, -4.207], [3.666, -2.591, 3.462], [-0.536, -5.954, -2.336], [-4.444, -2.570, -1.774], [5.269, -1.305, -0.838], [-1.527, -4.720, -4.237], [1.190, 2.446, -3.851], [-2.528, 2.155, -5.974], [5.354, -3.585, -1.820], [1.373, -2.820, 4.429], [1.260, -3.220, -3.009], [-6.909, -2.522, -1.846], [-8.107, -0.361, -1.812], [-0.961, -2.480, 0.135], [4.146, -5.021, -3.822], [1.150, 3.097, -0.867], [-4.372, 1.715, -1.638], [4.055, -1.026, 1.571], [3.604, -5.680, -2.282], [-2.764, 5.531, 0.756], [0.896, 5.475, -1.488], [-0.474, -1.469, 3.428], [2.418, -5.226, -3.508]], "forces_ev_per_angstrom": [[0.07, -0.18, 0.25], [-0.10, -0.12, 0.03], [0.23, 0.07, -0.09], [0.03, 0.09, 0.03], [-0.04, 0.03, -0.07], [0.47, -0.03, -0.05], [0.22, 0.30, -0.21], [-0.30, -0.27, 0.67], [0.09, -0.01, 0.08], [0.04, -0.02, 0.00], [-0.02, 0.06, -0.03], [0.04, -0.04, 0.11], [0.21, -0.04, -0.03], [0.04, -0.05, -0.02], [-0.10, -0.02, 0.00], [-0.01, -0.08, -0.10], [0.05, -0.04, 0.01], [-0.06, -0.05, -0.07], [-0.01, 0.06, 0.02], [-0.03, 0.00, -0.08], [0.05, 0.06, 0.00], [0.05, -0.02, 0.07], [0.00, -0.05, 0.02], [0.03, 0.05, 0.03], [-0.24, 0.26, -0.33], [0.18, 0.13, -0.10], [-0.08, -0.10, -0.01], [0.02, 0.06, -0.04], [0.00, 0.02, 0.04], [-0.08, -0.07, 0.09], [-0.03, -0.02, 0.00], [0.07, 0.04, -0.02], [-0.20, -0.11, -0.10], [-0.01, 0.05, -0.03], [0.02, -0.10, -0.04], [-0.04, 0.05, 0.00], [-0.07, 0.09, 0.01], [0.10, -0.04, 0.02], [-0.14, 0.02, 0.01], [-0.14, -0.02, -0.05], [-0.13, -0.11, 0.00], [-0.10, 0.12, -0.07], [-0.03, -0.10, 0.01], [-0.01, -0.04, 0.01], [-0.02, 0.08, -0.01], [0.00, -0.02, -0.01], [0.00, -0.01, 0.00], [-0.06, 0.05, 0.00], [0.00, 0.01, 0.00], [0.00, 0.00, 0.00], [0.01, 0.00, 0.01], [0.00, 0.02, 0.01], [-0.01, 0.00, -0.01], [0.00, 0.00, 0.00], [0.00, 0.01, 0.00], [0.00, -0.01, -0.01], [0.00, 0.01, 0.01], [0.00, 0.01, 0.01], [0.01, 0.01, -0.02], [0.01, 0.01, 0.00], [0.00, 0.01, 0.00], [-0.01, 0.00, 0.00], [0.01, 0.01, -0.01], [0.01, 0.00, 0.00], [0.00, 0.00, 0.00], [0.01, 0.01, 0.02], [-0.01, -0.02, 0.00], [-0.03, -0.03, 0.02], [0.01, 0.00, 0.00], [0.02, 0.01, -0.01], [0.01, 0.00, -0.01], [0.00, -0.02, 0.01], [0.00, -0.02, 0.01], [-0.01, 0.03, -0.01], [0.00, 0.01, 0.00]]}

# 2
{"formula": "C23H26Cl3IrN5OSiTe", "method": "ωB97M-V/def2-TZVPD", "e_above_lowest_kcal_mol": 25.8, "e_tot_ev": -89341.2381, "spin_multiplicity": 5, "homo_energy_ha": [-0.420, -0.429], "lumo_energy_ev": [-2.45, -6.58], "gap_ha": [0.330, 0.187], "total_charge": 1, "species": ["Ir", "Te", "Cl", "Cl", "Cl", "Si", "O", "N", "N", "N", "N", "N", "C", "C", "C", "C", "C", "C", "C", "C", "C", "C", "C", "C", "C", "C", "C", "C", "C", "C", "C", "C", "C", "C", "C", "H", "H", "H", "H", "H", "H", "H", "H", "H", "H", "H", "H", "H", "H", "H", "H", "H", "H", "H", "H", "H", "H", "H", "H", "H", "H"], "positions_angstrom": [[-0.030, 0.172, -0.321], [-0.657, -2.780, 2.086], [2.978, 0.532, 1.841], [3.063, -2.037, -0.194], [3.417, 1.009, -1.393], [2.377, -0.098, -0.024], [0.160, -1.724, -1.981], [1.432, 6.334, 0.093], [0.764, 4.337, -1.186], [-3.210, 0.159, -0.656], [0.269, 2.015, -0.773], [-0.217, -1.790, 0.159], [-3.436, -1.601, 2.034], [1.138, 5.378, -0.474], [-2.753, 0.888, 3.086], [-0.369, 0.282, 3.387], [-1.771, -3.808, 4.780], [-2.368, -4.739, 5.631], [-3.340, -6.999, 6.149], [-5.139, 1.672, 2.956], [-3.865, -2.915, 1.447], [0.297, -3.941, -1.087], [-4.392, -0.616, 2.229], [-2.698, -6.017, 5.212], [-1.534, -4.220, 3.473], [-2.065, 0.160, -0.523], [-1.488, -5.966, 1.617], [-1.751, -0.069, 2.925], [0.544, 3.161, -0.914], [-1.812, -5.506, 3.008], [-1.428, -2.446, 5.314], [-4.072, 0.635, 2.753], [-2.405, -6.387, 3.902], [0.109, -2.468, -0.999], [-2.111, -1.306, 2.396], [-3.195, -3.251, 0.651], [0.961, -4.294, -0.298], [-4.860, -2.826, 1.016], [-3.439, -6.587, 7.150], [-0.084, 1.274, 3.036], [-3.894, -3.700, 2.203], [-5.912, 1.299, 3.628], [-4.730, 2.585, 3.380], [-0.665, -4.442, -0.987], [-2.752, -7.914, 6.214], [-5.625, 1.923, 2.013], [-1.804, -6.996, 1.472], [-0.414, -5.922, 1.423], [-0.499, -2.054, 4.892], [-1.994, -5.358, 0.863], [-2.565, -4.449, 6.656], [-2.639, -7.391, 3.570], [-4.334, -7.276, 5.796], [-2.221, -1.727, 5.103], [-5.420, -0.831, 1.962], [-4.201, 0.158, -0.778], [-0.331, 0.303, 4.478], [-2.484, 1.852, 3.501], [0.726, -4.182, -2.055], [0.399, -0.412, 3.048], [-1.295, -2.494, 6.393]], "forces_ev_per_angstrom": [[0.50, -0.68, 0.30], [0.19, -0.55, 0.88], [-0.11, 0.00, -0.04], [-0.04, 0.06, 0.02], [0.02, -0.04, -0.01], [-0.11, 0.12, 0.02], [0.00, 0.09, -0.24], [0.15, 0.38, 0.22], [0.02, 0.33, -0.52], [0.42, -0.02, -0.06], [0.10, 0.05, -0.07], [-0.03, 0.33, -0.87], [0.00, 0.12, 0.10], [-0.10, -0.34, 0.01], [0.02, 0.02, 0.00], [0.18, 0.09, -0.01], [-0.16, -0.24, 0.06], [0.06, 0.10, 0.03], [0.00, 0.00, 0.00], [-0.02, 0.00, 0.00], [0.00, -0.04, -0.09], [0.07, -0.05, 0.01], [0.01, -0.01, 0.01], [-0.01, -0.03, 0.00], [0.12, 0.26, -0.35], [-0.67, 0.19, -0.03], [-0.02, 0.01, -0.08], [-0.14, 0.05, -0.01], [-0.11, -0.30, 0.27], [-0.13, -0.07, 0.30], [0.05, 0.04, 0.04], [0.00, -0.01, 0.01], [0.04, 0.01, -0.07], [0.05, 0.29, 0.12], [-0.07, -0.11, -0.17], [0.02, 0.03, 0.00], [-0.02, 0.00, 0.03], [-0.04, -0.03, 0.01], [0.00, 0.01, 0.03], [0.00, 0.03, 0.01], [0.01, -0.03, 0.04], [-0.01, 0.00, 0.01], [0.01, 0.02, 0.01], [-0.05, -0.04, 0.02], [0.02, -0.03, 0.00], [-0.02, 0.01, -0.02], [0.00, -0.02, -0.01], [0.04, 0.01, -0.01], [-0.03, -0.05, 0.02], [-0.02, 0.02, -0.02], [0.00, 0.00, 0.03], [0.00, -0.04, 0.00], [-0.03, -0.01, -0.02], [-0.01, 0.01, 0.01], [-0.07, -0.01, 0.01], [-0.08, 0.00, 0.01], [0.00, 0.02, 0.00], [0.01, 0.04, 0.02], [-0.01, -0.01, -0.01], [0.00, 0.00, -0.02], [0.00, 0.01, 0.03]]}

# 3
{"formula": "C45H44N11O4STi", "method": "ωB97M-V/def2-TZVPD", "e_above_lowest_kcal_mol": 36.3, "e_tot_ev": -105913.5425, "spin_multiplicity": 2, "homo_energy_ha": [-0.272, -0.280], "lumo_energy_ev": [-0.66, -1.78], "gap_ha": [0.248, 0.215], "species": ["Ti", "S", "O", "O", "O", "O", "N", "N", "N", "N", "N", "N", "N", "N", "N", "N", "N", "C", "C", "C", "C", "C", "C", "C", "C", "C", "C", "C", "C", "C", "C", "C", "C", "C", "C", "C", "C", "C", "C", "C", "C", "C", "C", "C", "C", "C", "C", "C", "C", "C", "C", "C", "C", "C", "C", "C", "C", "C", "C", "C", "C", "C", "H", "H", "H", "H", "H", "H", "H", "H", "H", "H", "H", "H", "H", "H", "H", "H", "H", "H", "H", "H", "H", "H", "H", "H", "H", "H", "H", "H", "H", "H", "H", "H", "H", "H", "H", "H", "H", "H", "H", "H", "H", "H", "H", "H"], "positions_angstrom": [[-1.183, -0.121, 1.607], [3.004, 1.964, 1.959], [0.647, -0.381, 1.712], [2.455, -5.076, 4.701], [3.435, -3.511, 3.477], [2.578, -1.466, 1.994], [-0.479, 1.595, -3.490], [1.556, 2.221, -0.158], [-2.647, 2.586, -2.996], [-1.903, 0.619, -1.754], [-1.608, -1.562, 0.291], [-1.127, -3.230, 3.777], [-0.697, -2.227, 3.025], [-3.710, 0.146, 2.968], [-1.478, 0.314, 3.653], [-3.101, -0.265, 1.872], [-2.515, 0.427, -4.114], [-3.577, -2.639, -0.792], [-0.839, 4.217, 3.242], [-0.581, 0.619, 4.602], [-3.231, 0.921, 5.184], [-0.935, 1.072, 5.847], [4.518, 1.498, -2.266], [-2.803, 0.468, 3.927], [-2.073, 3.779, 2.805], [-3.817, -0.917, 0.873], [1.385, -1.357, 2.176], [0.623, -2.356, 2.985], [-0.216, -5.027, 0.327], [2.376, -4.093, 4.008], [1.042, -3.486, 3.729], [-2.155, 2.683, 1.956], [-5.765, -1.779, -0.212], [-2.645, 1.887, -1.706], [2.845, 1.947, -0.593], [-0.126, -4.010, 4.223], [1.481, 2.228, 1.125], [4.885, 1.191, -3.718], [4.618, -0.310, -3.944], [0.528, -2.478, -0.461], [0.302, 3.634, 2.713], [-2.515, -0.222, -2.796], [-1.256, 2.836, -3.390], [-0.740, -2.673, 0.081], [-1.099, -3.970, 0.471], [1.409, -3.542, -0.612], [0.219, 2.562, 1.824], [-3.245, 1.694, -3.994], [5.107, 1.480, 0.107], [5.452, 1.353, -1.226], [-1.040, 1.979, 1.476], [-2.296, 1.226, 6.139], [-1.125, 0.723, -4.474], [-4.954, -2.658, -0.930], [3.207, 1.805, -1.930], [-0.531, 0.922, -2.183], [1.045, -4.819, -0.221], [-2.972, -1.736, 0.089], [-5.198, -0.910, 0.699], [4.018, 1.987, -4.703], [6.354, 1.494, -4.019], [3.787, 1.775, 0.427], [-3.546, -0.443, -2.518], [-5.797, -0.230, 1.291], [-0.175, 1.305, 6.578], [-4.275, 1.478, -3.703], [-2.602, 1.578, 7.116], [-2.112, -3.340, 3.946], [-0.073, 1.566, -1.440], [4.387, 1.827, -5.718], [-2.186, 2.529, -0.954], [-1.951, -1.156, -2.865], [-0.286, -4.871, 4.852], [2.975, 1.666, -4.678], [0.827, -1.478, -0.748], [6.483, 1.118, -1.458], [-0.788, 3.489, -2.651], [3.609, -0.567, -3.613], [-3.680, 1.672, -1.426], [2.390, -3.364, -1.035], [3.195, -2.755, 2.889], [4.708, -0.560, -5.005], [-1.252, 3.331, -4.363], [-6.837, -1.786, -0.366], [-2.980, 4.265, 3.148], [-0.573, -0.218, -4.526], [1.283, 4.020, 2.972], [5.328, -0.921, -3.380], [0.460, 0.485, 4.336], [-0.760, 5.022, 3.963], [6.564, 1.281, -5.069], [1.736, -5.645, -0.339], [5.850, 1.330, 0.881], [-2.072, -4.129, 0.919], [7.032, 0.884, -3.419], [-1.101, 1.204, -5.456], [-3.246, 2.196, -4.964], [4.057, 3.058, -4.488], [2.424, 1.905, -2.673], [-5.408, -3.366, -1.613], [-4.295, 1.012, 5.354], [6.582, 2.547, -3.831], [-3.142, 2.363, 1.650], [-2.962, -3.309, -1.377], [0.030, -0.012, -2.263], [-0.511, -6.017, 0.653]], "forces_ev_per_angstrom": [[0.72, -0.10, -0.83], [-0.11, 0.03, 0.16], [1.15, -0.55, 0.35], [0.03, 0.08, -0.03], [0.21, -0.05, -0.04], [0.12, 0.10, -0.04], [0.07, -0.05, 0.01], [-0.01, -0.15, -0.04], [-0.08, 0.02, -0.04], [-0.20, 0.23, -0.39], [0.12, -0.39, 0.18], [-0.13, -0.07, 0.07], [0.53, 0.22, -0.16], [-0.31, -0.24, -0.14], [-0.63, 0.35, 0.47], [-0.95, 0.28, 0.73], [-0.03, -0.09, 0.01], [0.11, 0.09, -0.06], [0.11, 0.04, 0.11], [0.14, -0.06, -0.11], [-0.12, -0.01, 0.00], [-0.10, 0.02, 0.08], [-0.17, -0.01, -0.01], [0.25, 0.00, 0.09], [-0.14, 0.01, 0.02], [-0.12, -0.56, -0.29], [-0.07, -0.25, 0.25], [-0.13, -0.03, -0.04], [-0.04, 0.07, 0.00], [-0.20, -0.15, 0.10], [0.13, 0.16, -0.14], [-0.05, 0.00, -0.47], [-0.07, -0.08, -0.17], [0.08, -0.11, -0.14], [-0.05, -0.05, 0.10], [-0.09, -0.12, 0.07], [0.11, -0.08, -0.09], [-0.06, -0.13, -0.05], [0.06, 0.06, -0.02], [-0.07, 0.03, -0.10], [0.04, -0.13, 0.03], [0.03, 0.19, 0.02], [-0.03, -0.13, 0.03], [-0.14, 0.06, -0.14], [0.02, 0.11, 0.07], [0.02, 0.06, 0.02], [-0.25, 0.27, -0.11], [0.17, -0.03, 0.07], [0.03, -0.01, 0.11], [0.10, -0.03, 0.03], [0.51, 0.56, 0.25], [0.03, -0.02, 0.01], [-0.08, 0.08, 0.12], [-0.07, 0.04, 0.03], [-0.02, -0.03, 0.01], [-0.14, 0.07, -0.11], [0.01, -0.08, 0.00], [-0.21, 0.10, 0.07], [0.14, 0.23, 0.23], [0.00, 0.02, 0.09], [0.00, 0.05, 0.07], [-0.06, 0.02, -0.18], [-0.03, -0.04, 0.03], [-0.01, -0.09, 0.02], [0.02, -0.01, -0.03], [-0.03, 0.01, -0.02], [-0.03, 0.00, -0.03], [-0.07, 0.02, -0.02], [0.11, 0.01, 0.05], [-0.02, 0.00, 0.01], [0.00, 0.03, 0.03], [-0.04, -0.04, 0.03], [0.00, 0.03, -0.04], [0.03, 0.05, -0.01], [0.01, 0.04, -0.04], [-0.07, 0.00, 0.01], [0.01, -0.02, 0.00], [0.01, -0.01, -0.05], [0.01, 0.03, 0.05], [-0.02, 0.03, 0.02], [-0.05, 0.07, -0.03], [0.04, 0.00, 0.05], [0.01, 0.05, 0.00], [0.04, 0.00, 0.04], [0.03, -0.03, -0.03], [0.02, 0.02, -0.04], [-0.06, 0.05, -0.03], [-0.05, 0.01, 0.00], [0.02, 0.03, -0.07], [0.02, 0.01, -0.09], [0.01, 0.00, 0.01], [-0.03, 0.03, 0.02], [-0.01, 0.03, -0.04], [-0.03, -0.05, -0.03], [-0.01, 0.02, -0.06], [-0.01, 0.00, 0.02], [-0.02, 0.00, -0.01], [-0.02, -0.04, -0.02], [0.06, 0.03, 0.00], [0.03, 0.05, -0.02], [0.03, 0.02, 0.02], [0.02, -0.04, -0.01], [-0.08, -0.12, 0.11], [0.00, 0.01, -0.01], [0.01, -0.02, 0.07], [0.01, 0.01, -0.02]]}